[1]
{"formula": "C43H100FN14NbO14PS", "method": "the ωB97M-V functional and the def2-TZVPD basis", "homo_ev": -3.6, "charge": -1, "species": ["C", "C", "C", "N", "Nb", "O", "C", "C", "F", "C", "C", "C", "C", "S", "C", "N", "N", "C", "O", "N", "C", "C", "P", "O", "O", "H", "H", "H", "H", "H", "H", "H", "H", "H", "H", "H", "H", "H", "H", "H", "H", "H", "H", "H", "H", "H", "H", "H", "H", "H", "H", "H", "H", "H", "H", "C", "C", "O", "N", "C", "H", "H", "H", "H", "H", "H", "H", "C", "C", "O", "N", "C", "H", "H", "H", "H", "H", "H", "H", "C", "C", "O", "N", "C", "H", "H", "H", "H", "H", "H", "H", "C", "C", "O", "N", "C", "H", "H", "H", "H", "H", "H", "H", "C", "C", "O", "N", "C", "H", "H", "H", "H", "H", "H", "H", "C", "C", "O", "N", "C", "H", "H", "H", "H", "H", "H", "H", "C", "C", "O", "N", "C", "H", "H", "H", "H", "H", "H", "H", "C", "C", "O", "N", "C", "H", "H", "H", "H", "H", "H", "H", "C", "C", "O", "N", "C", "H", "H", "H", "H", "H", "H", "H", "C", "C", "O", "N", "C", "H", "H", "H", "H", "H", "H", "H"], "positions_angstrom": [[3.32222, 1.40719, 1.68477], [2.12182, 2.19556, 2.35740], [0.89946, 2.59951, 1.35437], [-0.06383, 1.51349, 1.11365], [-0.09784, 0.44847, -0.70514], [-1.59591, 1.81648, -1.37926], [1.48516, 1.70483, -1.76528], [0.73510, 3.01259, -2.37746], [1.82396, 3.85868, -2.91564], [-1.65974, -0.95823, 0.22404], [-2.73224, -0.26538, 1.18191], [-3.91562, 0.52698, 0.38969], [-5.35982, -0.16653, 0.66747], [-6.61193, 0.68917, -0.40168], [-8.29032, 0.00730, -0.15979], [-9.40583, 0.90208, -0.01324], [-10.61172, 0.24766, 0.12418], [-10.20009, -1.11643, 0.05190], [-8.79939, -1.31595, -0.11062], [-0.40518, -0.60008, -2.52364], [0.78309, -1.20522, -3.17187], [0.61748, -2.80266, -3.46431], [1.67032, -1.26408, 0.15713], [1.58305, -1.31444, 1.90249], [1.17666, -2.87914, -0.28949], [3.22163, 1.14372, 0.58644], [3.48021, 0.43613, 2.28678], [4.31131, 1.98594, 1.81185], [1.71974, 1.70782, 3.32175], [2.53813, 3.21699, 2.70697], [0.32996, 3.36839, 2.02341], [1.23868, 3.24651, 0.48264], [-1.00703, 1.91518, 1.28858], [-1.92983, 2.34967, -0.63033], [2.30903, 2.12890, -1.09941], [1.99981, 1.21724, -2.65614], [0.28411, 3.61910, -1.52687], [0.01350, 2.75406, -3.21442], [-2.25171, -1.57208, -0.55704], [-1.11226, -1.75304, 0.86583], [-2.30185, 0.34356, 2.04377], [-3.29549, -1.13707, 1.70276], [-3.93755, 1.62872, 0.72960], [-3.72148, 0.45273, -0.74045], [-5.25026, -1.27789, 0.42461], [-5.66262, -0.06386, 1.77137], [-10.96669, -1.96536, 0.09975], [-1.12454, -1.32606, -2.41536], [0.83588, -0.74327, -4.23715], [1.79323, -0.96622, -2.70290], [0.92446, -2.99137, -4.56492], [1.31511, -3.44385, -2.83745], [-0.48286, -3.11617, -3.40835], [1.93555, -2.18992, 2.19584], [0.20354, -2.91523, -0.41520], [-1.88342, 2.24242, 4.70674], [-3.21731, 1.54439, 4.71242], [-3.61867, 0.90275, 3.74856], [-3.98516, 1.64001, 5.83110], [-3.69559, 2.34086, 7.06262], [-1.39007, 2.07317, 3.74834], [-2.02167, 3.31764, 4.83904], [-1.24631, 1.84173, 5.49793], [-4.86280, 1.14573, 5.75752], [-3.71198, 1.61527, 7.87724], [-4.48152, 3.08164, 7.22785], [-2.72798, 2.83833, 7.03883], [5.80847, -0.20900, 4.64062], [5.12699, 1.06266, 5.06388], [4.61873, 1.82496, 4.25482], [5.08535, 1.35615, 6.39561], [5.62290, 0.59081, 7.49861], [5.75912, -0.30130, 3.55632], [6.85664, -0.18905, 4.93707], [5.30354, -1.07090, 5.08431], [4.61183, 2.22459, 6.59965], [4.80216, 0.34023, 8.17526], [6.34471, 1.21519, 8.03062], [6.11035, -0.32339, 7.16682], [8.46685, 1.25180, 1.58960], [8.44823, -0.11181, 2.22478], [8.36381, -0.26256, 3.43856], [8.52725, -1.19625, 1.40958], [8.63072, -1.22776, -0.03456], [8.39615, 2.01312, 2.36670], [9.40184, 1.39946, 1.04487], [7.61386, 1.36455, 0.91718], [8.50841, -2.07393, 1.90844], [7.77618, -1.78552, -0.42592], [9.55181, -1.75260, -0.30059], [8.64219, -0.23044, -0.46916], [12.24746, -4.66520, -1.70298], [11.19342, -4.10418, -0.78870], [11.28860, -2.98797, -0.29009], [10.10645, -4.87753, -0.51976], [9.81174, -6.20852, -1.00593], [13.04875, -3.93521, -1.82180], [12.67039, -5.57543, -1.27420], [11.82112, -4.87193, -2.68429], [9.44291, -4.43524, 0.10014], [8.86331, -6.17411, -1.54651], [9.70691, -6.87283, -0.14523], [10.59029, -6.58868, -1.66450], [-2.34613, -4.56090, -5.24008], [-1.63121, -5.69255, -4.55145], [-1.16212, -5.57694, -3.42938], [-1.51438, -6.87586, -5.21863], [-1.99644, -7.21091, -6.54080], [-2.35800, -3.68949, -4.58566], [-1.82543, -4.29312, -6.16194], [-3.37853, -4.84473, -5.45606], [-1.02358, -7.58492, -4.69291], [-2.68287, -8.05632, -6.45213], [-1.14192, -7.50908, -7.15265], [-2.50873, -6.37732, -7.01633], [4.22219, 5.74906, -2.45223], [4.30165, 6.53740, -1.17271], [3.84241, 6.11880, -0.12069], [4.91086, 7.75808, -1.20936], [5.51210, 8.42559, -2.34269], [3.71236, 4.80439, -2.26555], [3.65383, 6.30524, -3.20075], [5.22735, 5.53213, -2.82184], [4.92517, 8.22551, -0.31420], [6.56363, 8.61389, -2.11246], [5.00306, 9.38139, -2.48834], [5.44126, 7.83528, -3.25366], [-3.86623, -2.05821, 6.72636], [-4.92419, -1.48370, 7.62896], [-4.82751, -0.36176, 8.11138], [-6.01455, -2.24990, 7.90511], [-6.31238, -3.58675, 7.43777], [-3.06395, -1.33083, 6.60142], [-3.44587, -2.96367, 7.16927], [-4.28899, -2.27751, 5.74370], [-6.67862, -1.79615, 8.51621], [-7.25885, -3.55707, 6.89345], [-6.42242, -4.23790, 8.30783], [-5.53347, -3.97941, 6.78788], [12.88052, -6.65885, -6.35117], [13.48803, -6.20220, -5.05229], [12.90834, -6.33301, -3.98192], [14.72121, -5.62831, -5.09031], [15.56235, -5.38547, -6.24272], [11.89983, -7.09365, -6.15786], [12.75490, -5.80975, -7.02623], [13.51130, -7.42098, -6.81354], [15.06103, -5.34875, -4.18091], [16.50811, -5.91128, -6.09414], [15.75757, -4.31278, -6.30509], [15.10167, -5.72396, -7.16822], [-11.39332, 6.35728, -1.08473], [-12.56086, 5.44436, -0.82491], [-13.71401, 5.76768, -1.09863], [-12.30919, 4.23091, -0.27040], [-11.03118, 3.66913, 0.12136], [-11.75284, 7.28599, -1.52846], [-10.88705, 6.59561, -0.14719], [-10.69740, 5.88756, -1.78266], [-13.14092, 3.67588, -0.12681], [-10.88123, 2.74272, -0.43190], [-11.07094, 3.44381, 1.18900], [-10.20360, 4.34708, -0.07579], [-17.11045, 3.36030, -4.94771], [-15.72893, 3.31292, -4.35090], [-14.87514, 2.53186, -4.75184], [-15.44233, 4.17236, -3.33717], [-16.30511, 5.16053, -2.72842], [-17.18589, 2.61814, -5.74276], [-17.85710, 3.12736, -4.18563], [-17.30097, 4.34645, -5.37636], [-14.49784, 4.08222, -2.98850], [-15.83748, 6.13976, -2.84558], [-16.38906, 4.93097, -1.66467], [-17.29691, 5.17517, -3.17676]], "forces_ev_per_angstrom": [[0.951, -0.640, 0.990], [0.008, 1.456, -0.643], [0.099, 1.430, 3.102], [-0.329, 0.530, -1.612], [-2.638, 2.123, -1.038], [0.674, -1.014, 1.496], [0.521, 1.359, -1.237], [1.350, -1.054, 1.109], [-1.324, -0.521, 0.074], [-0.484, -1.197, 0.599], [-1.199, -1.168, 0.101], [-0.050, -0.069, -0.017], [0.963, -0.652, 1.231], [-1.025, -1.021, 0.047], [-4.415, 1.850, 1.078], [3.498, -1.844, -0.238], [4.440, -5.793, -0.869], [-1.078, 3.008, 0.166], [-2.135, 2.526, 0.159], [1.198, -0.807, 1.842], [-0.075, -0.598, -2.463], [0.443, 0.610, -0.859], [0.585, -1.586, 0.854], [-0.152, -1.110, -0.979], [-0.604, 1.470, 0.415], [-0.252, 0.340, 1.352], [-0.226, 1.404, -1.252], [-1.639, -0.768, -0.281], [0.495, 0.435, -1.782], [-0.587, -1.538, -0.514], [0.839, -0.955, -1.079], [-0.085, -1.213, 0.750], [0.843, -0.718, 0.033], [0.234, -0.288, -0.682], [-0.979, -0.573, -0.757], [-0.533, 0.518, 1.068], [0.368, -0.697, -1.422], [0.974, 0.550, 1.142], [0.742, 0.862, 0.979], [-0.859, 1.127, -0.789], [-0.524, -0.777, -1.543], [0.855, 1.324, -0.475], [-0.125, -1.648, -0.688], [-0.173, 0.376, 1.665], [-0.347, 1.556, 0.144], [0.513, -0.063, -1.661], [1.898, 1.133, -0.076], [0.300, 0.539, -0.282], [0.186, -0.523, 1.504], [-1.405, -0.456, -0.247], [-0.430, 0.278, 1.614], [-1.292, 0.791, -0.502], [1.718, 0.327, 0.303], [-0.252, 1.068, -0.506], [0.665, 0.049, 0.182], [0.099, 0.008, -0.173], [-0.390, -0.222, -0.143], [-0.083, 0.186, 0.297], [0.373, 0.071, -0.409], [-0.337, -0.229, 0.132], [-0.094, -0.087, 0.096], [0.114, -0.043, 0.145], [0.019, 0.180, 0.012], [0.115, 0.028, 0.137], [0.049, 0.213, 0.083], [0.164, 0.122, 0.190], [-0.098, -0.052, -0.170], [-0.178, -0.073, 0.177], [-0.322, 0.296, -0.541], [0.272, -0.045, 0.510], [0.060, -0.125, -0.158], [-0.279, 0.478, 0.052], [-0.042, 0.134, 0.183], [-0.151, -0.162, -0.008], [0.082, -0.017, 0.056], [0.058, -0.111, -0.026], [0.185, -0.193, 0.153], [0.098, -0.251, 0.160], [-0.071, 0.137, -0.076], [-0.017, 0.181, 0.043], [0.035, -0.415, 0.276], [0.418, 0.091, -0.254], [-0.064, 0.541, 0.263], [0.057, -0.519, 0.035], [-0.029, -0.210, -0.016], [-0.125, 0.011, -0.131], [0.128, 0.045, -0.079], [0.041, 0.113, -0.063], [-0.003, 0.172, -0.237], [-0.124, 0.191, -0.165], [-0.079, -0.066, 0.158], [-0.081, 0.193, 0.088], [0.006, 0.373, 0.284], [0.109, -0.213, -0.065], [0.401, 0.223, -0.113], [-0.344, 0.174, 0.269], [-0.182, 0.006, 0.120], [-0.081, -0.076, -0.262], [0.130, -0.210, 0.150], [0.044, -0.093, -0.082], [0.070, -0.262, -0.079], [-0.004, -0.206, -0.185], [-0.026, 0.147, 0.065], [-0.066, 0.137, 0.000], [0.322, 0.003, 0.686], [-0.234, -0.097, -0.304], [-0.103, 0.270, 0.000], [0.279, -0.366, 0.314], [0.067, -0.191, -0.023], [-0.165, -0.006, -0.045], [0.057, 0.053, -0.163], [-0.052, 0.093, -0.069], [-0.081, 0.049, -0.293], [-0.185, 0.015, -0.247], [0.077, -0.038, 0.135], [0.029, -0.167, 0.040], [-0.282, -0.332, 0.523], [0.147, 0.177, -0.240], [-0.057, -0.163, -0.092], [-0.021, 0.213, 0.524], [0.004, 0.223, 0.057], [0.119, -0.081, -0.088], [-0.045, 0.117, -0.145], [0.000, -0.052, -0.118], [0.049, 0.083, -0.297], [0.145, 0.034, -0.277], [-0.049, -0.012, 0.162], [0.122, 0.057, -0.040], [-0.073, 0.305, 0.212], [-0.085, -0.206, -0.026], [0.378, 0.202, -0.113], [-0.353, 0.209, 0.293], [-0.196, -0.014, 0.051], [-0.058, -0.058, -0.164], [0.111, -0.123, 0.032], [0.062, -0.068, -0.079], [0.076, -0.268, -0.090], [0.007, -0.218, -0.186], [-0.043, 0.138, 0.081], [-0.142, -0.059, -0.075], [-0.028, 0.034, 0.516], [0.129, -0.183, -0.383], [-0.415, -0.219, -0.083], [0.202, 0.161, 0.450], [0.160, 0.093, 0.109], [0.092, -0.127, -0.102], [-0.021, 0.129, -0.133], [-0.022, -0.017, -0.112], [0.046, 0.062, -0.279], [0.103, -0.063, -0.263], [-0.026, 0.012, 0.158], [0.014, 0.192, -0.080], [-0.359, -0.443, 0.192], [0.016, 0.057, -0.148], [-0.083, 0.802, -0.285], [-0.345, -0.408, -0.001], [-0.085, -0.179, 0.068], [0.143, -0.084, -0.119], [0.105, 0.037, 0.168], [0.130, 0.009, -0.008], [0.271, 0.114, 0.191], [0.287, -0.071, -0.048], [-0.159, -0.021, -0.017], [-0.142, -0.087, -0.158], [0.663, -0.094, 0.210], [-0.242, 0.025, -0.079], [-0.263, -0.398, -0.492], [0.392, 0.038, 0.188], [0.151, 0.065, 0.136], [-0.060, 0.174, -0.070], [-0.150, -0.026, 0.124], [-0.111, 0.171, 0.082], [-0.220, 0.057, 0.184], [-0.139, 0.263, -0.012], [0.129, -0.116, -0.051]]}

=====

[2]
{"formula": "C8H26INO9S", "method": "the ωB97M-V functional and the def2-TZVPD basis", "homo_ev": -9.3, "smiles": "NC[C@]1(I)COS(=O)(=O)O1.CO.CO.CO.CO.CO", "relative_energy_kj_mol": 15.2, "species": ["N", "C", "C", "I", "C", "O", "S", "O", "O", "O", "H", "H", "H", "H", "H", "H", "C", "O", "H", "H", "H", "H", "C", "O", "H", "H", "H", "H", "C", "O", "H", "H", "H", "H", "C", "O", "H", "H", "H", "H", "C", "O", "H", "H", "H", "H"], "positions_angstrom": [[3.12683, 1.76288, -0.19933], [2.01479, 1.37387, -1.04391], [0.58959, 1.51759, -0.41227], [0.50089, 2.58736, 1.48293], [-0.18584, 0.21518, -0.23091], [-1.55753, 0.64357, -0.14688], [-1.76080, 1.87431, -1.15606], [-2.39014, 2.99676, -0.57192], [-2.25230, 1.32309, -2.37319], [-0.19102, 2.24308, -1.37715], [3.11175, 1.23129, 0.65888], [3.09868, 2.75055, 0.00201], [2.00586, 1.98432, -1.94009], [2.17677, 0.34978, -1.37295], [0.11842, -0.30103, 0.66836], [-0.02110, -0.43347, -1.09069], [-0.32162, -3.53285, 2.28860], [-0.56104, -2.69239, 1.16211], [0.70678, -3.37950, 2.60643], [-0.98788, -3.27744, 3.11572], [-0.45400, -4.58469, 2.02614], [-1.47105, -2.83195, 0.88438], [0.06560, -2.31870, -3.46261], [1.24479, -1.57196, -3.14754], [-0.20257, -2.89596, -2.58038], [-0.76278, -1.65508, -3.72237], [0.25239, -3.00566, -4.29137], [1.47656, -1.06347, -3.92981], [4.00944, -2.94671, 3.68187], [3.70305, -2.08208, 2.59281], [5.05101, -2.78699, 3.94633], [3.38525, -2.71964, 4.55050], [3.87288, -3.99457, 3.40062], [2.78203, -2.22333, 2.35754], [-1.61826, 4.94013, 4.54456], [-0.83991, 3.78073, 4.83108], [-1.06350, 5.54154, 3.82940], [-2.58023, 4.66638, 4.10433], [-1.78674, 5.53086, 5.44870], [-1.33043, 3.24728, 5.46191], [-3.61030, 0.03599, -5.43733], [-2.77581, -0.56173, -4.45555], [-3.22719, -0.24427, -6.41576], [-4.64092, -0.31901, -5.34718], [-3.59400, 1.12581, -5.34855], [-3.10640, -0.29988, -3.59137]], "forces_ev_per_angstrom": [[-0.024, -0.344, -0.658], [0.160, 0.343, 0.907], [0.276, -0.022, -0.645], [0.171, -0.006, -0.006], [0.649, 0.412, -0.044], [0.017, 0.549, 0.010], [0.543, -0.255, -0.862], [-0.283, -0.284, 0.442], [-0.103, 0.240, -0.011], [-0.848, -0.668, 0.570], [0.184, 0.138, 0.157], [0.008, 0.023, 0.222], [0.003, 0.158, -0.076], [-0.260, -0.215, 0.074], [-0.361, -0.118, 0.219], [-0.170, -0.011, -0.204], [-0.221, 0.053, -0.174], [0.084, -0.045, 0.121], [0.021, 0.019, -0.016], [0.058, -0.042, 0.059], [0.050, -0.028, 0.072], [0.015, 0.058, -0.048], [0.019, 0.210, -0.083], [-0.083, -0.015, 0.082], [0.071, -0.014, 0.039], [-0.004, -0.093, -0.023], [-0.057, -0.054, 0.030], [0.026, 0.032, 0.038], [-0.203, 0.063, -0.152], [0.040, -0.032, 0.084], [0.020, 0.031, -0.025], [0.056, -0.052, 0.054], [0.046, -0.025, 0.075], [0.018, 0.041, -0.067], [-0.021, -0.208, 0.126], [0.012, 0.111, -0.085], [0.038, -0.022, -0.014], [-0.010, 0.084, -0.030], [-0.025, 0.066, -0.048], [0.045, -0.043, -0.020], [0.040, 0.020, 0.245], [-0.133, -0.242, -0.215], [0.026, -0.023, 0.003], [-0.021, 0.043, -0.086], [-0.047, 0.003, -0.068], [0.182, 0.164, 0.032]]}

=====

| no. | electronic energy (Ha) |
| --- | --- |
| 1 | -4414.67548 |
| 2 | -1748.08332 |